The following is a DFT calculation (ωB97M-V/def2-TZVPD) of a cluster of 9 separate species, C50H74Cl2N4O29PS2 in total at a distorted geometry.

```
162
Properties=species:S:1:pos:R:3:forces:R:3:lowdin_charge:R:1
C 1.141157 -4.493444 1.942002 -0.111 0.751 0.422 -0.111
C 0.402746 -3.458891 1.066643 -0.687 -0.258 0.126 -0.301
C -0.183860 -4.066065 -0.241453 0.840 0.516 1.203 -0.573
Cl -1.949738 -4.410120 0.014720 0.099 -0.046 -0.064 0.652
C 0.047443 -3.263602 -1.531349 -1.384 -0.678 -1.346 -0.453
C -0.940670 -2.067122 -1.668078 0.051 0.339 0.945 -0.173
C -1.265360 -1.181234 -0.455342 0.295 0.570 -0.208 -0.191
C -0.227112 -0.128186 -0.012788 -1.265 0.422 0.539 -0.194
C -0.963566 1.027972 0.727456 0.261 -0.452 0.210 -0.189
C -0.214248 1.581757 1.950612 -0.168 0.385 -0.939 -0.203
C 1.259880 1.948168 1.622079 -0.468 -0.263 0.841 -0.235
C 2.208228 0.942766 2.270204 0.189 -0.225 -0.100 -0.459
S 3.903787 1.631516 2.404096 0.281 -0.179 0.404 0.968
C 4.797981 0.119932 2.584879 -0.781 0.011 -0.910 -0.678
N 4.676298 -0.870634 1.765280 0.151 0.141 0.206 0.063
N 5.492889 -1.878034 2.248510 0.074 0.044 0.208 0.071
C 6.049830 -1.412159 3.308715 -0.313 -0.725 -0.715 -0.189
O 5.655076 -0.149698 3.598979 0.170 0.210 0.350 0.006
O -0.405244 -4.132458 -2.565048 0.363 0.369 0.022 -0.336
P 0.749086 -4.722712 -3.699752 0.070 -1.585 0.102 0.601
N 1.359658 -5.867570 -2.356237 0.451 0.565 0.326 -0.130
C 2.249822 -5.375962 -4.768791 0.012 0.342 -0.827 -0.181
C 2.393704 -5.039886 -6.234021 0.175 -0.158 -0.663 -0.228
C 2.023956 -5.981607 -7.209297 0.085 -0.138 0.181 -0.076
C 2.136969 -5.755977 -8.568271 0.213 0.295 -0.358 -0.116
C 2.648694 -4.546703 -9.040034 -0.027 -0.274 0.661 -0.105
C 3.053746 -3.610353 -8.096755 -0.103 -0.241 -0.258 -0.067
C 2.937341 -3.837592 -6.721726 0.153 0.428 0.116 -0.229
C 3.425065 -2.745566 -5.792143 0.384 -0.614 -0.008 -0.039
C 0.015707 -3.774062 -5.214394 -0.840 0.159 0.213 -0.609
Cl -1.355372 -2.603883 -4.763657 0.223 0.247 -0.344 0.616
C -0.636977 -4.719001 -6.239653 -0.021 0.668 -0.392 -0.328
C -0.513130 -4.185073 -7.683855 -0.032 -0.515 0.019 -0.097
O 1.776660 -3.398802 -3.218884 -0.980 -0.115 0.799 -0.283
C 1.538955 -2.937222 -1.921672 1.204 0.297 -0.796 -0.629
S 2.915057 -3.571429 -0.835058 0.208 -0.087 0.487 0.861
C 1.890491 -1.431769 -2.014805 0.449 -0.348 0.091 -0.173
O 3.228289 -1.355119 -2.580673 0.033 -0.051 0.024 -0.126
N 3.534133 -0.057044 -2.850241 0.048 0.065 -0.035 -0.060
O 4.630057 0.054283 -3.270979 -0.154 -0.063 0.056 0.035
H 0.907620 -5.519051 1.661324 0.113 -0.025 -0.093 0.077
H 2.215880 -4.308376 1.939222 0.012 -0.278 -0.215 0.050
H 0.828002 -4.357517 2.981586 -0.005 -0.161 -0.012 0.063
H 1.041677 -2.608744 0.833747 0.139 -0.142 -0.007 0.063
H -0.426059 -3.072689 1.666239 -0.014 0.078 -0.130 0.062
H 0.245222 -5.056455 -0.338651 0.005 0.015 -0.618 0.059
H -0.674730 -1.414028 -2.497783 0.154 -0.191 -0.003 0.067
H -1.872722 -2.530722 -1.980573 0.054 -0.109 0.024 0.082
H -1.546658 -1.746801 0.434080 -0.034 -0.193 -0.113 0.065
H -2.166693 -0.614125 -0.719968 -0.008 -0.099 -0.132 0.111
H 0.287772 0.324645 -0.856652 0.265 -0.300 -0.004 0.099
H 0.457475 -0.586112 0.700486 0.369 0.017 -0.289 0.081
H -1.947380 0.664144 1.044466 -0.025 0.037 0.071 0.094
H -1.164643 1.840406 0.023815 0.030 0.022 0.030 0.117
H -0.721452 2.505259 2.232009 0.015 -0.187 0.216 0.076
H -0.302664 0.880251 2.785178 0.402 -0.011 -0.172 0.071
H 1.384891 1.996986 0.542562 0.228 0.054 -0.012 0.115
H 1.437051 2.937803 2.049889 0.158 0.039 -0.166 0.096
H 2.304538 0.009570 1.717202 -0.068 0.096 -0.147 0.058
H 1.847437 0.688439 3.267323 0.135 0.134 0.085 0.081
H 6.732810 -1.990639 3.908081 0.129 0.492 0.335 0.133
H -0.163491 -5.787181 -4.039590 0.149 0.134 0.038 0.050
H 2.372116 -5.923649 -2.301495 0.015 0.029 -0.120 -0.006
H 1.034967 -6.808447 -2.534141 -0.164 0.004 -0.218 0.016
H 3.141082 -4.990743 -4.270972 -0.133 0.029 0.245 0.072
H 2.302799 -6.461219 -4.679072 -0.303 -0.043 0.048 0.075
H 1.610323 -6.932083 -6.886010 0.027 0.016 0.078 0.113
H 1.812228 -6.502050 -9.283997 -0.049 -0.098 0.118 0.098
H 2.719564 -4.355775 -10.102155 0.051 0.064 -0.018 0.091
H 3.471053 -2.670886 -8.442423 0.001 0.054 0.110 0.102
H 2.613225 -2.121596 -5.421153 0.029 0.067 0.045 0.069
H 3.920390 -3.199818 -4.932395 -0.176 0.171 0.162 0.075
H 4.186181 -2.138860 -6.286029 -0.215 0.157 -0.102 0.075
H 0.715375 -3.089278 -5.688628 0.055 -0.193 0.034 0.036
H -1.699915 -4.790699 -6.009868 0.044 -0.208 0.257 0.076
H -0.239778 -5.729382 -6.163710 0.162 0.081 0.071 0.073
H -1.403828 -3.640788 -8.004096 0.031 0.167 0.135 0.066
H 0.351375 -3.532707 -7.790368 -0.082 0.050 -0.054 0.053
H -0.365959 -5.019468 -8.373755 -0.123 0.108 -0.018 0.047
H 2.390650 -4.716780 -0.354833 -0.115 0.258 -0.385 -0.123
H 1.961459 -0.962234 -1.035690 -0.313 0.017 -0.049 0.094
H 1.234094 -0.918969 -2.712686 -0.171 -0.028 0.151 0.115
C -2.016028 5.737643 5.211504 -0.315 -0.099 0.330 -0.119
C -0.527038 5.662303 5.399031 0.293 0.096 0.255 -0.103
O -0.109808 4.917359 4.243381 -0.138 0.119 -0.132 0.068
C -1.054934 5.063506 3.289375 -0.059 -0.106 0.155 -0.563
O -0.950452 4.664281 2.173613 -0.008 0.215 -0.197 0.146
O -2.152752 5.682078 3.783229 0.173 -0.029 -0.031 0.044
H -2.443715 6.650750 5.608580 -0.045 0.073 -0.215 0.114
H -2.534230 4.880179 5.642741 0.065 -0.013 -0.029 0.118
H -0.053907 6.646134 5.381412 -0.029 -0.008 -0.118 0.137
H -0.245804 5.145554 6.308517 0.064 -0.124 -0.097 0.112
C -3.280630 2.281299 9.570592 -0.105 -0.112 0.072 -0.098
C -3.575796 2.174648 8.090439 -0.157 -0.354 0.050 -0.100
O -3.130940 3.445885 7.601805 -0.036 0.062 0.085 0.051
C -2.206440 3.925040 8.461114 0.040 -0.174 -0.167 -0.563
O -1.507718 4.858585 8.217071 0.032 0.141 0.251 0.150
O -2.169006 3.192756 9.592804 -0.087 0.101 -0.086 0.073
H -3.004832 1.332034 10.021480 0.187 0.071 -0.005 0.136
H -4.106667 2.719547 10.134002 0.041 0.061 -0.022 0.132
H -3.001035 1.393179 7.598725 0.013 -0.026 0.039 0.112
H -4.631426 2.028665 7.876452 0.012 0.173 -0.094 0.139
C 7.683903 0.096038 6.103578 -0.136 0.079 0.039 -0.120
C 8.540781 1.230181 6.618063 -0.038 0.172 -0.020 -0.114
O 9.513468 0.543703 7.411871 -0.064 -0.042 -0.068 0.058
C 9.601613 -0.733952 6.962674 0.024 -0.040 0.013 -0.569
O 10.431177 -1.511332 7.299249 0.018 -0.015 0.008 0.169
O 8.608189 -0.997272 6.076521 0.025 0.104 0.054 0.054
H 7.280805 0.284864 5.117200 0.082 -0.092 -0.084 0.104
H 6.866193 -0.150772 6.784134 0.032 -0.002 0.017 0.140
H 9.053623 1.763403 5.815288 0.007 -0.044 -0.011 0.134
H 7.987558 1.944316 7.222753 0.102 -0.060 0.138 0.132
C -5.172983 7.935360 3.152758 0.072 0.027 -0.070 -0.113
C -5.279632 6.501495 2.686589 0.137 -0.073 -0.089 -0.099
O -6.526397 6.086851 3.266118 0.022 0.100 -0.017 0.062
C -7.280498 7.189519 3.481945 -0.018 -0.017 0.005 -0.579
O -8.425618 7.173866 3.800790 -0.025 0.007 0.017 0.155
O -6.551435 8.314089 3.290760 0.021 -0.075 -0.028 0.059
H -4.667742 8.580510 2.439790 -0.124 0.100 0.020 0.138
H -4.685602 8.028955 4.119675 0.004 -0.047 0.018 0.107
H -5.351458 6.418163 1.600402 -0.054 0.031 0.016 0.136
H -4.464580 5.877527 3.036678 -0.078 -0.091 0.094 0.115
C -2.416167 11.223377 6.781892 0.038 0.166 0.141 -0.112
C -3.824947 11.248306 6.229315 -0.138 0.139 0.122 -0.108
O -3.700349 10.451115 5.046888 0.068 -0.014 0.047 0.061
C -2.636395 9.631014 5.202332 0.049 0.034 -0.033 -0.561
O -2.369958 8.730253 4.472402 0.063 0.048 0.030 0.154
O -1.922009 9.969270 6.299200 -0.077 0.023 -0.050 0.069
H -2.380134 11.255069 7.867611 0.066 -0.173 -0.012 0.133
H -1.793640 12.024044 6.378871 -0.016 -0.022 -0.037 0.134
H -4.546284 10.775000 6.897594 0.029 -0.031 -0.009 0.136
H -4.171675 12.247805 5.980865 0.001 -0.060 -0.177 0.134
C 0.092189 1.644228 -5.367244 0.054 0.103 0.148 -0.126
C -1.300761 1.814138 -5.935186 -0.163 0.104 0.091 -0.127
O -1.250625 1.016541 -7.118535 0.079 0.046 0.124 0.051
C -0.272281 0.082273 -6.952782 0.050 -0.194 0.068 -0.580
O -0.083026 -0.829513 -7.682030 0.038 0.030 -0.142 0.167
O 0.460430 0.353814 -5.843953 -0.037 0.060 -0.088 0.040
H 0.118184 1.670227 -4.280061 0.050 -0.159 -0.006 0.128
H 0.796544 2.381528 -5.760243 -0.021 -0.004 -0.015 0.131
H -2.071412 1.414375 -5.272937 0.042 -0.041 0.012 0.131
H -1.539509 2.846895 -6.180915 -0.001 -0.055 -0.162 0.126
C -2.421147 0.313665 4.268055 0.014 0.131 -0.085 -0.109
C -2.208062 -1.097639 3.764966 -0.014 0.010 -0.208 -0.100
O -1.821162 -1.790678 4.961060 -0.072 0.138 0.085 0.077
C -2.302843 -1.110267 6.020490 0.063 -0.130 -0.079 -0.575
O -2.298781 -1.498953 7.144313 -0.018 0.047 0.116 0.156
O -2.796624 0.093844 5.638184 0.007 -0.015 -0.153 0.032
H -3.205672 0.845882 3.736384 -0.089 -0.001 0.141 0.139
H -1.506682 0.909108 4.245709 -0.128 -0.061 0.117 0.111
H -3.123084 -1.548699 3.378531 0.007 -0.006 0.016 0.142
H -1.429064 -1.171446 3.010011 0.095 -0.114 0.097 0.116
C -4.469226 -5.622895 -9.408836 -0.158 0.150 0.094 -0.123
C -3.920270 -5.481898 -10.812609 -0.098 0.116 -0.117 -0.127
O -2.561818 -5.886876 -10.652733 -0.108 -0.039 0.052 0.056
C -2.484981 -6.683301 -9.555082 0.162 -0.031 0.116 -0.574
O -1.531896 -7.315037 -9.246353 0.011 -0.094 -0.056 0.166
O -3.653418 -6.660648 -8.864585 -0.001 0.054 -0.146 0.059
H -5.517936 -5.910591 -9.385673 0.059 -0.148 0.070 0.128
H -4.331504 -4.718214 -8.813586 0.048 -0.004 -0.023 0.134
H -4.408789 -6.154945 -11.521586 0.002 -0.020 0.033 0.128
H -3.972144 -4.464157 -11.192177 0.172 -0.001 0.013 0.131
```
Forces are in eV/Å.

Charge ... -1
Maximum force ... 2.05 eV Å⁻¹
E ... -174390.9456 eV
E_LUMO ... 1.0 eV
Gap between HOMO and LUMO ... 5.8 eV